(1)
Entry from OMol25: a 2-piece molecular cluster, C4H8P2 overall at a distorted geometry (ωB97M-V/def2-TZVPD).

Output
* orbital gap: 8.7 eV
* E_HOMO: -0.326 hartree
* SMILES: C1=P#[PH]1.C=CC
* total charge: 0
* relative energy (zero: lowest compared OMol25 entry of this formula, charge and spin): 2.690 eV
* max |F|: 3.168 eV/Å

CARTESIAN COORDINATES (ANGSTROEM)
C  3.0046  1.0091  -0.3171
C  -2.3218  0.2093  0.4663
C  -0.4070  -1.4473  0.2938
C  -1.4667  -0.9283  0.9221
P  1.5811  1.0923  -1.4446
P  3.2385  -0.3800  -1.1555
H  3.5683  1.4833  0.4945
H  -1.9544  1.1907  0.8722
H  -3.3709  0.0782  0.8737
H  -2.4510  0.4244  -0.5461
H  0.1149  -2.2115  0.7132
H  0.2231  -1.0556  -0.4323
H  2.1790  1.9530  -2.4764
H  -1.9377  -1.4178  1.7363

Force components x, y, z for each atom (eV/Å):
0.7719 -0.3283 0.3907
-0.9608 1.3541 2.4555
-1.4364 1.4028 1.4424
0.0498 0.0551 -2.1499
0.5245 0.6287 -0.4012
-0.2605 0.1383 -0.1090
-0.6803 0.1207 -0.4061
-0.2750 -0.7990 0.0086
1.1429 0.1860 -0.3356
0.2449 -0.2753 -1.9326
0.9141 -2.6157 1.5349
0.0595 1.3212 -1.8479
-0.3208 -0.4590 0.4797
0.2262 -0.7296 0.8705



(2)
Entry from OMol25: C36H36N10P2PrS4 as an isolated structure (ωB97M-V/def2-TZVPD).

Output
* orbital gap (alpha / beta): 7.4 / 7.4 eV
* E_HOMO (alpha / beta): -0.343 / -0.344 hartree
* total charge: +1
* relative energy (zero: lowest compared OMol25 entry of this formula, charge and spin): 0.205 eV
* max |F|: 0.877 eV/Å
* multiplicity: 3

CARTESIAN COORDINATES (ANGSTROEM)
Pr  -0.5838  -0.2106  -0.5116
C  5.2573  0.1115  1.6692
N  3.8087  0.2201  1.6732
C  3.0573  0.8594  2.6143
C  1.7553  0.6983  2.2392
N  1.6896  -0.0297  1.0827
C  2.9458  -0.3149  0.7697
P  3.5184  -1.2736  -0.6659
C  2.2738  -2.6001  -0.5663
N  0.9704  -2.4840  -0.3575
C  0.5006  -3.7625  -0.2347
C  1.5246  -4.6532  -0.3784
N  2.6474  -3.9084  -0.5859
C  3.9881  -4.4323  -0.7893
C  2.7573  -0.2601  -1.9678
N  1.5013  0.1562  -2.0334
C  1.4189  0.9292  -3.1610
C  2.6375  0.9778  -3.7733
N  3.4810  0.2252  -3.0105
C  4.8827  -0.0383  -3.2873
H  5.6457  0.5775  2.5699
H  5.6848  0.6161  0.8037
H  5.5623  -0.9335  1.6553
H  3.4883  1.3761  3.4549
H  0.8756  1.0511  2.7453
H  -0.5330  -3.9760  -0.0288
H  1.5366  -5.7294  -0.3538
H  3.9325  -5.5148  -0.8571
H  4.6420  -4.1634  0.0388
H  4.4139  -4.0459  -1.7129
H  0.5001  1.4082  -3.4561
H  2.9575  1.4766  -4.6719
H  5.1523  0.4404  -4.2241
H  5.0592  -1.1085  -3.3779
H  5.5176  0.3569  -2.4961
S  -1.8816  1.3472  -2.8573
C  -1.9816  -0.2435  -3.4194
N  -1.5139  -1.2923  -2.7627
C  -1.7538  -2.4709  -3.4643
C  -1.4062  -3.7604  -3.0697
C  -1.7271  -4.8356  -3.8787
C  -2.3909  -4.6549  -5.0896
C  -2.7418  -3.3826  -5.5053
C  -2.4200  -2.3080  -4.6898
S  -2.7486  -0.6202  -4.9499
H  -0.8840  -3.9104  -2.1398
H  -1.4588  -5.8363  -3.5635
H  -2.6331  -5.5111  -5.7047
H  -3.2565  -3.2204  -6.4433
S  -1.6286  0.8625  2.1450
P  -1.0677  2.6319  1.3858
S  0.1402  2.5784  -0.2016
C  -0.2713  3.6255  2.7033
C  -0.7206  3.5254  4.0169
C  -0.1736  4.3355  4.9991
C  0.8252  5.2439  4.6758
C  1.2817  5.3368  3.3693
C  0.7356  4.5291  2.3821
C  -2.5530  3.6443  1.0508
C  -3.6116  3.5953  1.9555
C  -4.7045  4.4293  1.7847
C  -4.7477  5.3059  0.7071
C  -3.7035  5.3370  -0.2051
C  -2.6023  4.5080  -0.0353
H  -1.4837  2.8003  4.2715
H  -0.5282  4.2586  6.0191
H  1.2498  5.8769  5.4442
H  2.0635  6.0425  3.1187
H  1.0862  4.5914  1.3599
H  -3.5866  2.8858  2.7729
H  -5.5232  4.3930  2.4920
H  -5.5993  5.9618  0.5802
H  -3.7468  6.0081  -1.0532
H  -1.7869  4.5182  -0.7485
C  -0.2163  -2.3199  2.8810
C  -1.4927  -2.4761  2.1331
N  -1.7407  -2.0731  0.8990
C  -3.0397  -2.4559  0.6146
C  -3.5708  -3.0986  1.6839
N  -2.5786  -3.1021  2.6361
H  0.4772  -1.7393  2.2822
H  0.2268  -3.2941  3.0968
H  -0.3819  -1.7955  3.8237
H  -3.4834  -2.2493  -0.3444
H  -4.5367  -3.5397  1.8534
H  -2.6608  -3.4703  3.5674
N  -4.0776  1.1415  -0.4105
C  -3.1304  0.4818  -0.5102
H  -4.8071  1.8231  -0.4727

Force components x, y, z for each atom (eV/Å):
0.3770 -0.1830 -0.0992
0.1296 -0.0296 -0.0521
-0.0099 -0.1335 -0.0399
-0.1709 0.0961 0.0681
0.2044 0.0148 0.1067
0.1991 0.0449 0.2153
-0.0075 0.0002 -0.1120
-0.4005 0.1353 0.0133
0.1750 -0.0508 0.0251
-0.0205 -0.1001 -0.1821
0.0663 -0.1468 0.1289
-0.1517 -0.0093 0.0497
-0.0548 0.1371 -0.0301
0.1516 -0.0228 -0.0096
0.1540 -0.0154 0.0071
0.1215 0.0418 -0.2862
0.1371 0.1101 -0.1465
-0.1238 0.0476 -0.0264
-0.0828 -0.1522 0.1312
0.1477 -0.0328 -0.0056
-0.0342 0.0103 0.0150
-0.0299 0.0190 0.0131
-0.0026 0.0117 0.0164
0.0567 -0.0297 -0.0389
-0.0385 0.0010 -0.0187
-0.0038 0.0343 -0.0446
0.0543 0.0230 -0.0061
-0.0325 -0.0009 0.0042
-0.0340 -0.0092 0.0140
-0.0288 -0.0133 -0.0082
0.0097 -0.0388 0.0190
0.0370 -0.0231 0.0285
-0.0425 0.0189 -0.0039
-0.0105 0.0099 -0.0269
-0.0252 0.0309 -0.0073
0.3200 0.1944 0.1516
-0.0755 -0.2215 -0.1806
-0.0996 0.0441 0.0699
-0.0839 -0.1821 -0.2195
0.0109 0.0849 0.0471
0.0315 -0.0411 0.0575
-0.0286 0.0106 -0.0524
0.0037 -0.0083 -0.0199
0.0074 0.1633 0.0932
0.1066 -0.0824 0.1664
0.0046 -0.0198 0.0049
0.0043 0.0127 -0.0013
-0.0050 0.0178 -0.0082
-0.0005 -0.0421 0.0018
0.1174 -0.0729 -0.2012
-0.0650 0.7463 0.4569
-0.1609 0.0351 -0.0463
0.0163 -0.1560 -0.1356
0.0334 -0.0427 -0.0190
-0.0117 0.0004 0.0519
0.0085 -0.0035 0.0144
0.0291 0.0223 -0.0002
-0.0597 -0.0073 0.0088
0.1333 -0.2021 0.0056
-0.0147 -0.0036 -0.0946
-0.0223 -0.0504 0.0318
-0.0232 0.0028 -0.0083
-0.0358 0.0316 -0.0558
0.0173 -0.0387 0.0004
-0.0222 0.0117 0.0053
0.0103 -0.0022 -0.0049
-0.0034 -0.0018 -0.0040
-0.0068 -0.0075 -0.0115
0.0280 0.0271 0.0074
0.0028 0.0316 0.0449
-0.0031 0.0175 -0.0107
0.0031 -0.0059 -0.0186
0.0156 -0.0034 0.0080
-0.0074 0.0221 0.0177
-0.1412 0.0186 0.0349
-0.0306 -0.0417 -0.0594
-0.1745 -0.0073 0.1461
0.0483 -0.1089 -0.0596
-0.0694 0.0317 -0.0964
0.0471 0.0405 0.0024
0.0710 -0.0051 0.0064
0.0091 0.0022 -0.0136
0.0158 0.0064 -0.0187
-0.0429 -0.0219 0.0212
0.0167 0.0135 -0.0066
0.0419 -0.0330 0.0298
-0.0769 -0.1774 -0.0459
-0.6253 0.2231 0.1533
0.0201 -0.0174 0.0416



(3)
Entry from OMol25: a 15-piece molecular cluster, H30O15 overall at a distorted geometry (ωB97M-V/def2-TZVPD).

Output
* orbital gap: 10.0 eV
* E_HOMO: -0.380 hartree
* total charge: 0
* relative energy (zero: lowest compared OMol25 entry of this formula, charge and spin): 1.710 eV
* max |F|: 3.054 eV/Å

CARTESIAN COORDINATES (ANGSTROEM)
O  -1.4408  0.1911  3.3164
H  -1.1757  -0.2800  4.0788
H  -0.6503  0.1860  2.7697
O  2.8435  1.4867  -0.7847
H  1.9563  1.1868  -0.9165
H  3.1003  0.7627  -0.2098
O  2.6112  -1.4638  -2.5975
H  1.7413  -1.1492  -2.5575
H  2.6778  -2.2723  -3.0486
O  1.7252  -1.7246  2.2713
H  2.4131  -2.2093  2.7633
H  2.0939  -0.8525  2.1116
O  -0.4160  -0.9779  -3.4290
H  -0.3361  -0.0203  -3.4604
H  -1.2940  -1.0816  -3.0192
O  -0.9729  -2.2069  1.7077
H  -0.7472  -2.1861  2.6519
H  -0.2003  -2.4338  1.1963
O  0.3680  -0.0919  -0.5488
H  -0.2333  0.6109  -0.6542
H  0.5495  -0.0098  0.4102
O  -2.5135  -0.2735  0.6017
H  -2.4874  0.5540  1.1823
H  -1.8145  -0.8824  0.9430
O  -1.3860  2.1477  -1.2749
H  -2.3007  1.7740  -1.2370
H  -1.5342  2.9057  -1.9057
O  -2.1497  2.2586  1.3582
H  -1.3532  2.7794  1.4398
H  -2.0515  2.0923  0.4180
O  -0.3894  -2.5787  -1.0191
H  -0.6107  -2.8430  -1.9448
H  -0.0218  -1.7046  -1.1851
O  0.2003  3.7024  0.5140
H  1.0027  3.8199  0.9843
H  0.5141  3.1997  -0.3029
O  3.3646  -1.0120  0.0786
H  3.0255  -1.6604  0.6630
H  3.1077  -1.3196  -0.7742
O  0.7612  0.9891  1.8217
H  1.0986  1.0883  2.7072
H  0.2866  1.7755  1.5533
O  -2.8642  -0.9557  -2.3198
H  -3.6663  -0.8673  -2.8656
H  -2.8315  -0.4535  -1.4867

Force components x, y, z for each atom (eV/Å):
-0.3527 0.6974 -0.5283
0.1695 -0.7812 1.4583
-0.0754 0.0105 -0.4104
0.3306 0.9189 0.1506
-1.1697 -0.2042 -0.6120
0.8122 -0.3543 0.3103
2.5462 1.1400 1.2419
-2.3076 0.3090 -0.2939
-0.3881 -1.5089 -0.9389
0.5293 -0.5397 0.6164
-0.4050 0.2773 -0.2008
0.0731 0.2206 -0.0967
0.3066 0.1819 -0.1129
0.1906 0.0678 -0.1574
-0.2318 -0.0771 -0.0066
-0.6651 0.0405 0.7025
0.1429 -0.0287 -0.7610
0.4402 -0.3169 -0.1482
1.5668 -0.6139 0.7334
-1.6190 1.2559 -0.7605
0.1892 -0.5284 -0.5071
0.1156 1.5108 0.1784
-0.0044 -1.9341 -0.6211
-0.6574 0.1276 -0.0351
-1.6208 0.7778 -1.5222
0.9751 -0.0697 -0.2336
0.5125 -0.9453 0.9460
-0.1563 0.1417 0.0293
0.2596 0.7941 0.5930
-0.2737 0.1190 -0.1201
-0.1959 -0.8984 -1.5083
0.1641 -0.0826 1.2822
0.0206 0.4029 0.3928
-0.3627 -1.4751 -2.0774
1.3891 0.4800 0.7795
-0.6603 0.9611 1.4478
1.0437 1.0559 0.8197
-0.5478 -1.0264 0.8646
-0.3059 -0.3036 -1.8493
0.4409 -0.7039 -0.0928
0.0745 0.4963 0.4397
-0.0841 0.6027 0.1223
0.0222 -0.1272 -0.6721
0.4386 0.3180 0.9896
-0.6702 -0.3878 0.1684



Which value of total charge does entry 1 give?
0



The highest total charge belongs to which entry?
C36H36N10P2PrS4



max |F| of number 2 (C36H36N10P2PrS4)?
0.877 eV/Å



Copy entry 1 word for word.
Entry from OMol25: a 2-piece molecular cluster, C4H8P2 overall at a distorted geometry (ωB97M-V/def2-TZVPD).

Output
* orbital gap: 8.7 eV
* E_HOMO: -0.326 hartree
* SMILES: C1=P#[PH]1.C=CC
* total charge: 0
* relative energy (zero: lowest compared OMol25 entry of this formula, charge and spin): 2.690 eV
* max |F|: 3.168 eV/Å

CARTESIAN COORDINATES (ANGSTROEM)
C  3.0046  1.0091  -0.3171
C  -2.3218  0.2093  0.4663
C  -0.4070  -1.4473  0.2938
C  -1.4667  -0.9283  0.9221
P  1.5811  1.0923  -1.4446
P  3.2385  -0.3800  -1.1555
H  3.5683  1.4833  0.4945
H  -1.9544  1.1907  0.8722
H  -3.3709  0.0782  0.8737
H  -2.4510  0.4244  -0.5461
H  0.1149  -2.2115  0.7132
H  0.2231  -1.0556  -0.4323
H  2.1790  1.9530  -2.4764
H  -1.9377  -1.4178  1.7363

Force components x, y, z for each atom (eV/Å):
0.7719 -0.3283 0.3907
-0.9608 1.3541 2.4555
-1.4364 1.4028 1.4424
0.0498 0.0551 -2.1499
0.5245 0.6287 -0.4012
-0.2605 0.1383 -0.1090
-0.6803 0.1207 -0.4061
-0.2750 -0.7990 0.0086
1.1429 0.1860 -0.3356
0.2449 -0.2753 -1.9326
0.9141 -2.6157 1.5349
0.0595 1.3212 -1.8479
-0.3208 -0.4590 0.4797
0.2262 -0.7296 0.8705